A molecular structure, C18H39NOP2PbSi in a non-equilibrium geometry, computed with ωB97M-V/def2-TZVPD.

Structure (XYZ):
```
63
C18H39NOP2PbSi | the Open Molecules 2025 dataset | ωB97M-V/def2-TZVPD
Pb -0.372 0.160 -0.096
P -0.246 1.162 2.528
P -0.103 -0.167 -2.836
Si -0.582 -2.460 0.760
O -2.047 1.588 -0.349
N 1.897 0.703 -0.036
C 5.100 -1.136 0.311
C 4.096 1.370 -0.476
C 3.737 -0.939 0.313
C -0.170 1.290 -3.924
C -2.471 -2.442 0.702
C 5.458 1.150 -0.469
C -3.489 3.227 -1.178
C 3.143 0.344 -0.048
C -1.507 -1.227 -3.316
C 0.159 -2.787 2.454
C 0.279 -3.462 -0.570
C -0.336 2.957 2.832
C 1.450 -1.037 -3.202
C 5.972 -0.096 -0.070
C 1.265 0.582 3.354
C -3.350 1.757 -0.785
C -1.696 0.466 3.386
C -4.431 1.246 0.168
H -2.891 -1.752 1.452
H 5.522 -2.094 0.602
H -0.335 3.167 3.916
H -3.243 3.325 -2.241
H -0.101 -3.266 -1.580
H -0.240 -2.136 3.240
H 1.611 -1.865 -2.500
H 2.117 1.122 2.924
H -1.719 0.837 4.418
H 1.206 0.775 4.433
H -2.838 -2.121 -0.286
H -1.450 -2.206 -2.820
H -1.084 1.866 -3.708
H 7.055 -0.260 -0.057
H 1.424 -0.489 3.175
H -1.671 -0.632 3.386
H -5.370 1.099 -0.379
H 0.701 1.929 -3.717
H 1.355 -3.234 -0.565
H -3.499 1.167 -1.719
H 0.164 -4.536 -0.360
H 1.246 -2.632 2.414
H -2.607 0.789 2.861
H -1.507 -1.361 -4.405
H 1.439 -1.420 -4.230
H -4.157 0.281 0.610
H -4.480 3.650 -1.006
H -4.617 1.942 0.997
H -2.444 -0.739 -3.007
H 3.069 -1.761 0.603
H -2.864 -3.448 0.899
H -2.749 3.843 -0.649
H 6.127 1.965 -0.779
H -0.015 -3.830 2.756
H -0.164 0.983 -4.984
H 2.282 -0.332 -3.077
H 3.692 2.334 -0.799
H 0.534 3.437 2.359
H -1.253 3.355 2.371
```

Its total charge is 0. The frontier orbital gap (spin up / spin down) comes out at 4.272 / 4.282 eV. As for the LUMO energy (spin up / spin down): -0.0222 / -0.0221 hartree.

=====

2 unconnected molecules or ions with the total composition C4H11NO2 in a non-equilibrium geometry, computed with ωB97M-V/def2-TZVPD.

Structure (XYZ):
```
18
C4H11NO2 | the Open Molecules 2025 dataset | ωB97M-V/def2-TZVPD
O -0.702 -1.956 1.407
O -1.465 -0.048 3.784
N 0.827 1.042 -0.391
C 1.890 0.553 -1.299
C -0.947 -0.795 -0.725
C -0.181 -1.499 0.323
C -0.523 0.768 -0.804
H 1.034 2.009 -0.214
H 2.339 1.473 -1.695
H 2.725 0.038 -0.812
H 0.904 -1.566 0.094
H -0.779 1.198 -1.804
H 1.501 0.061 -2.187
H -1.246 1.271 -0.150
H -0.511 -0.133 3.743
H -1.134 -1.154 -1.769
H -1.714 -0.458 2.936
H -2.017 -0.805 -0.436
```

Its total charge is -1. Its multiplicity is 2. The frontier orbital gap (spin up / spin down) comes out at 3.551 / 7.114 eV. As for the LUMO energy (spin up / spin down): 0.1426 / 0.1391 hartree. Its expectation value of S² is 0.7539.

=====

2 unconnected molecules or ions with the total composition C3H8N3 in a non-equilibrium geometry, computed with ωB97M-V/def2-TZVPD.

Structure (XYZ):
```
14
C3H8N3 | the Open Molecules 2025 dataset | ωB97M-V/def2-TZVPD
N 2.044 -0.702 -0.223
N 0.141 0.121 0.485
N 0.620 0.951 -0.339
C 1.743 0.446 -0.808
C -2.565 0.667 -0.006
C 1.052 -0.991 0.658
H 2.657 -1.395 -0.682
H -1.970 -0.238 0.004
H -3.680 0.489 -0.039
H 0.537 -2.006 0.684
H -2.149 1.362 0.781
H 1.501 -1.094 1.807
H 2.409 1.035 -1.484
H -2.341 1.356 -0.838
```

Its total charge is +1. The frontier orbital gap comes out at 7.911 eV. As for the LUMO energy: -0.2640 hartree.

=====

Q: Look up the total charge of the second one.
A: -1